Entry from the OMol25 dataset: a 13-piece molecular cluster, C34H92N2O13 overall at a distorted geometry (ωB97M-V/def2-TZVPD).

**Largest force on an atom**: 3.58 eV/Å
**Highest occupied orbital energy**: -0.29107 Eh
**E_tot**: -66335.7589 eV
**Orbital gap**: 7.8 eV
**E_LUMO**: -0.10 eV
**M**: 737.1 g/mol
**Net charge**: 0

Geometry (Å):
1 C 16.903 -8.912 13.125
2 C 17.002 -8.056 14.444
3 C 15.521 -7.426 14.639
4 C 15.204 -6.993 16.094
5 C 15.465 -8.219 17.039
6 C 16.950 -8.606 17.004
7 N 17.520 -8.751 15.678
8 O 18.824 -9.329 15.615
9 C 17.744 -7.549 17.781
10 C 17.055 -9.998 17.700
11 C 18.070 -7.079 14.008
12 H 16.721 -8.337 12.217
13 H 16.168 -9.713 13.207
14 H 17.798 -9.446 12.805
15 H 15.380 -6.559 13.995
16 H 14.820 -8.184 14.292
17 H 14.185 -6.606 16.091
18 H 15.875 -6.158 16.299
19 H 14.775 -9.037 16.830
20 H 15.161 -7.787 17.992
21 H 18.739 -7.938 17.996
22 H 17.861 -6.630 17.206
23 H 17.162 -7.340 18.679
24 H 16.410 -10.743 17.234
25 H 18.072 -10.325 17.917
26 H 16.678 -9.858 18.713
27 H 17.628 -6.422 13.259
28 H 19.010 -7.475 13.623
29 H 18.282 -6.356 14.797
30 H 19.293 -8.504 15.760
31 C 27.449 -6.732 13.985
32 C 26.105 -6.714 14.634
33 C 25.650 -8.135 14.454
34 C 24.397 -8.366 15.323
35 C 24.705 -8.060 16.828
36 C 25.236 -6.602 17.022
37 N 26.346 -6.348 16.062
38 O 26.974 -5.148 16.343
39 C 24.122 -5.495 17.019
40 C 25.840 -6.755 18.413
41 C 25.293 -5.643 13.797
42 H 27.924 -5.751 13.999
43 H 27.398 -7.118 12.967
44 H 28.200 -7.303 14.532
45 H 25.301 -8.247 13.427
46 H 26.480 -8.799 14.695
47 H 24.010 -9.382 15.236
48 H 23.592 -7.707 14.999
49 H 25.361 -8.889 17.094
50 H 23.735 -8.179 17.312
51 H 23.663 -5.387 16.037
52 H 23.247 -5.671 17.645
53 H 24.470 -4.527 17.381
54 H 26.321 -5.793 18.593
55 H 25.157 -6.902 19.250
56 H 26.510 -7.590 18.619
57 H 25.676 -5.387 12.809
58 H 25.136 -4.740 14.386
59 H 24.254 -5.901 13.592
60 H 27.821 -5.455 16.675
61 C 26.813 1.971 17.073
62 C 27.370 0.596 16.761
63 O 26.587 -0.167 15.943
64 H 25.823 1.817 17.502
65 H 26.639 2.490 16.130
66 H 27.395 2.602 17.744
67 H 27.506 0.142 17.742
68 H 28.369 0.862 16.415
69 H 26.357 -1.007 16.346
70 C 32.341 -7.807 9.660
71 C 32.514 -6.370 9.984
72 O 31.531 -5.643 9.176
73 H 32.029 -7.951 8.625
74 H 31.512 -8.239 10.219
75 H 33.273 -8.366 9.749
76 H 33.522 -5.958 10.041
77 H 32.166 -6.048 10.966
78 H 30.655 -5.893 9.478
79 C 26.220 -3.534 23.968
80 C 27.744 -3.648 23.811
81 O 28.241 -3.423 25.049
82 H 25.793 -2.689 24.507
83 H 25.892 -4.364 24.595
84 H 25.678 -3.596 23.025
85 H 28.132 -2.934 23.084
86 H 28.068 -4.661 23.572
87 H 29.112 -3.023 24.997
88 C 20.387 -0.109 21.338
89 C 20.195 -1.473 20.860
90 O 19.038 -1.679 20.031
91 H 21.216 -0.181 22.042
92 H 19.550 0.424 21.790
93 H 20.699 0.577 20.551
94 H 20.131 -2.031 21.794
95 H 21.144 -1.701 20.375
96 H 18.484 -2.286 20.527
97 C 20.261 -0.962 15.088
98 C 18.744 -0.575 15.401
99 O 18.749 0.317 16.404
100 H 20.657 -0.976 16.104
101 H 20.577 -0.199 14.376
102 H 20.207 -1.977 14.696
103 H 18.291 -1.518 15.706
104 H 18.291 -0.061 14.553
105 H 18.787 -0.187 17.220
106 C 23.128 -12.481 10.888
107 O 23.976 -12.994 11.918
108 H 22.155 -12.972 10.896
109 H 22.969 -11.422 11.090
110 H 23.525 -12.574 9.877
111 H 24.892 -12.741 11.781
112 C 23.451 -9.733 23.666
113 O 22.331 -10.232 22.974
114 H 23.064 -8.979 24.352
115 H 23.988 -10.552 24.143
116 H 24.261 -9.323 23.063
117 H 22.723 -10.729 22.252
118 C 21.451 -14.945 15.767
119 O 20.479 -14.276 16.520
120 H 22.300 -14.277 15.624
121 H 21.713 -15.808 16.378
122 H 21.082 -15.219 14.779
123 H 20.342 -13.383 16.195
124 C 29.164 -10.427 18.449
125 O 29.178 -9.912 17.179
126 H 28.142 -10.609 18.781
127 H 29.787 -11.313 18.574
128 H 29.585 -9.619 19.047
129 H 28.687 -9.091 17.104
130 C 25.654 -1.852 8.304
131 O 26.669 -0.972 8.740
132 H 25.922 -2.284 7.340
133 H 25.505 -2.663 9.017
134 H 24.729 -1.329 8.061
135 H 26.526 -0.724 9.656
136 C 30.695 -13.585 13.127
137 O 30.900 -14.070 11.857
138 H 31.480 -12.956 13.545
139 H 29.841 -12.908 13.092
140 H 30.453 -14.366 13.848
141 H 31.700 -14.596 11.793

These are the Löwdin partial charges, in e, on atoms 1 to 99: atom 1 (C): -0.06, atom 2 (C): -0.43, atom 3 (C): -0.11, atom 4 (C): -0.16, atom 5 (C): -0.13, atom 6 (C): -0.53, atom 7 (N): -0.13, atom 8 (O): 0.01, atom 9 (C): -0.03, atom 10 (C): -0.03, atom 11 (C): -0.08, atom 12 (H): 0.08, atom 13 (H): 0.07, atom 14 (H): 0.07, atom 15 (H): 0.11, atom 16 (H): 0.10, atom 17 (H): 0.11, atom 18 (H): 0.10, atom 19 (H): 0.12, atom 20 (H): 0.11, atom 21 (H): 0.08, atom 22 (H): 0.07, atom 23 (H): 0.08, atom 24 (H): 0.09, atom 25 (H): 0.08, atom 26 (H): 0.08, atom 27 (H): 0.08, atom 28 (H): 0.09, atom 29 (H): 0.07, atom 30 (H): 0.08, atom 31 (C): -0.08, atom 32 (C): -0.50, atom 33 (C): -0.14, atom 34 (C): -0.17, atom 35 (C): -0.13, atom 36 (C): -0.47, atom 37 (N): -0.12, atom 38 (O): 0.00, atom 39 (C): -0.01, atom 40 (C): -0.06, atom 41 (C): -0.02, atom 42 (H): 0.08, atom 43 (H): 0.09, atom 44 (H): 0.08, atom 45 (H): 0.13, atom 46 (H): 0.12, atom 47 (H): 0.10, atom 48 (H): 0.10, atom 49 (H): 0.11, atom 50 (H): 0.12, atom 51 (H): 0.06, atom 52 (H): 0.08, atom 53 (H): 0.08, atom 54 (H): 0.07, atom 55 (H): 0.09, atom 56 (H): 0.07, atom 57 (H): 0.08, atom 58 (H): 0.07, atom 59 (H): 0.07, atom 60 (H): 0.11, atom 61 (C): -0.10, atom 62 (C): -0.39, atom 63 (O): -0.04, atom 64 (H): 0.07, atom 65 (H): 0.07, atom 66 (H): 0.08, atom 67 (H): 0.11, atom 68 (H): 0.11, atom 69 (H): 0.09, atom 70 (C): -0.10, atom 71 (C): -0.30, atom 72 (O): -0.11, atom 73 (H): 0.08, atom 74 (H): 0.08, atom 75 (H): 0.07, atom 76 (H): 0.11, atom 77 (H): 0.10, atom 78 (H): 0.07, atom 79 (C): -0.08, atom 80 (C): -0.36, atom 81 (O): -0.07, atom 82 (H): 0.07, atom 83 (H): 0.07, atom 84 (H): 0.06, atom 85 (H): 0.11, atom 86 (H): 0.11, atom 87 (H): 0.09, atom 88 (C): -0.12, atom 89 (C): -0.34, atom 90 (O): -0.07, atom 91 (H): 0.08, atom 92 (H): 0.08, atom 93 (H): 0.08, atom 94 (H): 0.11, atom 95 (H): 0.11, atom 96 (H): 0.08, atom 97 (C): -0.06, atom 98 (C): -0.37, atom 99 (O): -0.07